C44H51F3Sb3TeW as an isolated structure at a distorted geometry, computed with the ωB97M-V functional and the def2-TZVPD basis.

Atoms and positions in Å:
W: -0.09 0.28 -0.59
C: 0.84 1.69 2.83
C: 2.23 1.63 2.22
C: 2.20 1.68 0.69
Sb: 2.78 -0.19 -0.34
C: 1.59 0.65 -2.09
C: 1.79 1.99 -2.49
C: 1.26 2.47 -3.67
C: 0.50 1.64 -4.50
C: 0.33 0.31 -4.16
C: 0.88 -0.20 -2.98
C: 4.61 0.64 -1.17
C: 5.32 1.61 -0.48
C: 6.51 2.08 -1.03
C: 6.96 1.58 -2.25
C: 6.24 0.60 -2.91
C: 5.06 0.11 -2.37
Sb: -0.40 0.08 2.11
C: -2.10 0.36 3.38
C: -3.35 -0.09 2.97
C: -4.44 0.06 3.82
C: -4.27 0.64 5.07
C: -3.02 1.07 5.47
C: -1.93 0.93 4.63
C: 0.66 -1.53 3.05
C: 0.87 -2.75 2.43
C: 1.53 -3.77 3.11
C: 1.98 -3.56 4.41
C: 1.76 -2.34 5.03
C: 1.10 -1.32 4.36
H: 0.34 2.64 2.60
H: 0.89 1.61 3.92
H: 2.74 0.72 2.58
H: 2.81 2.47 2.60
H: 2.82 2.48 0.28
H: 1.16 1.94 0.37
H: 2.43 2.64 -1.91
H: 1.47 3.49 -3.98
H: 0.10 2.02 -5.43
H: -0.16 -0.37 -4.85
H: 0.94 -1.27 -2.87
H: 5.01 1.98 0.49
H: 7.07 2.84 -0.51
H: 7.88 1.96 -2.67
H: 6.60 0.19 -3.85
H: 4.51 -0.66 -2.88
H: -3.48 -0.57 2.01
H: -5.42 -0.29 3.51
H: -5.12 0.76 5.73
H: -2.88 1.51 6.45
H: -0.96 1.27 4.97
H: 0.53 -2.93 1.43
H: 1.69 -4.72 2.63
H: 2.49 -4.35 4.94
H: 2.10 -2.17 6.05
H: 0.92 -0.38 4.86
C: 0.62 5.16 -1.50
C: -0.49 4.70 -0.57
Sb: -1.34 2.72 -0.85
C: -2.25 3.04 -2.81
C: -3.69 3.55 -2.85
C: -2.74 2.97 0.81
C: -3.87 3.97 0.62
H: 0.80 6.23 -1.33
H: 0.34 5.06 -2.55
H: 1.56 4.64 -1.32
H: -1.37 5.33 -0.69
H: -0.18 4.76 0.47
H: -2.15 2.10 -3.36
H: -1.59 3.78 -3.26
H: -4.42 2.76 -2.64
H: -3.90 3.91 -3.86
H: -3.86 4.38 -2.18
H: -2.08 3.31 1.61
H: -3.12 1.99 1.09
H: -3.50 4.95 0.30
H: -4.38 4.12 1.57
H: -4.61 3.64 -0.11
F: 0.87 -9.11 -0.25
C: 0.67 -8.60 -1.48
F: 1.71 -8.92 -2.24
F: -0.43 -9.17 -1.99
C: 0.49 -7.10 -1.38
C: 1.30 -6.24 -2.11
C: 1.13 -4.88 -1.98
C: 0.15 -4.37 -1.12
C: -0.66 -5.25 -0.38
C: -0.49 -6.62 -0.51
C: -0.02 -2.98 -0.97
C: -0.13 -1.77 -0.76
H: 2.05 -6.64 -2.77
H: 1.76 -4.20 -2.53
H: -1.40 -4.87 0.31
H: -1.10 -7.30 0.05
C: -4.27 0.51 -0.91
Te: -2.53 -0.51 -1.66
C: -3.19 -2.32 -0.73
H: -4.43 0.22 0.12
H: -5.10 0.18 -1.53
H: -4.16 1.59 -1.00
H: -4.28 -2.28 -0.72
H: -2.79 -2.42 0.27
H: -2.87 -3.16 -1.35

Output
<S²>: 2.043
HOMO-LUMO gap (alpha / beta), eV: 5.28 / 5.85
Spin multiplicity: 3
Net charge: +3
E_HOMO (alpha / beta), eV: -15.794 / -15.961
DFT total energy, eV: -83308.5927
Max |F|, eV/A: 1.855